Density functional theory data (ωB97M-V/def2-TZVPD) for 2 unconnected molecules or ions with the total composition C5H10N2O.

```
18
Properties=species:S:1:pos:R:3:forces:R:3
C -1.967656 1.089311 0.242388 0.37 2.62 1.45
C -1.552896 -0.066246 -0.601588 0.37 -0.24 2.61
C -0.825813 -1.022597 0.028698 -1.35 2.33 -0.60
O -0.399473 -2.148830 -0.539766 -0.14 -1.45 -2.00
H -0.993006 1.687327 0.560889 -2.08 -0.58 -1.02
H -2.499039 1.023851 1.246736 0.59 -0.97 -1.20
H -2.700683 1.673146 -0.364555 0.91 0.20 0.54
H -1.862186 0.155598 -1.607783 0.30 -1.27 -0.62
H -0.515707 -0.807651 1.088796 -0.47 -0.84 -1.21
H -0.824231 -2.209337 -1.456119 0.93 0.07 1.89
C 2.118482 -0.773266 0.598723 -0.50 -1.93 2.37
C 1.618657 0.517063 0.171390 -1.53 0.03 2.30
N 1.115732 1.607893 0.549866 1.20 -1.11 0.87
N 1.719739 1.329955 -0.888803 -0.85 2.22 -3.08
H 1.866759 -1.626101 -0.052822 0.69 0.71 -0.30
H 1.706923 -1.174675 1.600953 0.21 1.26 -1.31
H 3.166776 -0.624727 0.858309 0.29 -0.36 -0.66
H 0.827624 1.369282 -1.435307 1.07 -0.71 -0.04
```
Forces are in eV/Å.

Summary:
- SMILES = C/C=C/O.CC1=NN1
- HOMO (eV) = -8.6
- DFT total energy (eV) = -10369.879
- strongest force on any atom (eV Å⁻¹) = 3.895
- relative energy (zero: lowest compared OMol25 entry of this formula, charge and spin) (kJ/mol) = 523.5